92
Properties=species:S:1:pos:R:3:forces:R:3 method="wB97M-V/def2-TZVPD" total_charge=+1 energy_ha=-2510.100068 e_above_lowest_kj_mol=0.0 multiplicity=1 e_lumo_ev=-3.19
C 2.6433 2.2809 -8.2851 -0.7 0.5 0.7
C 2.4106 2.4878 -6.8055 1.4 -1.4 1.4
O 2.9258 1.7693 -5.9593 -1.3 1.5 -1.4
O 1.6153 3.5545 -6.4604 0.1 -0.4 -0.1
C 0.2170 3.3056 -6.3009 0.4 0.2 -0.2
C -0.2155 1.8691 -6.5140 -0.8 0.1 0.1
C -1.7071 1.7928 -6.2548 0.5 -0.5 -0.4
C -2.3300 0.3870 -6.4485 -0.7 -0.4 0.6
N -3.1935 0.3509 -5.2110 -0.3 0.2 -0.3
C -2.2143 0.9398 -4.2272 1.3 -0.3 0.1
S -2.6863 1.0740 -2.5336 -0.6 0.9 0.2
C -1.9424 -0.3627 -1.7180 0.1 0.3 -0.1
C -0.5000 -0.5332 -2.0939 0.3 -0.3 -0.9
O -0.1847 -1.0563 -3.1481 0.0 0.1 0.7
O 0.3519 -0.0439 -1.2021 -0.7 -0.5 0.3
C 1.6109 -0.7156 -1.1202 1.2 0.0 -0.2
C 2.6523 -0.0610 -2.0170 -0.9 0.7 0.4
C 2.6376 1.4507 -1.8230 0.3 -0.6 -0.1
O 3.8896 -0.6066 -1.5757 0.1 -0.4 -0.3
C 4.8638 -0.6376 -2.5040 0.5 0.8 -1.6
O 4.7908 -0.0824 -3.5863 -0.2 -0.7 1.3
C 6.0796 -1.4001 -2.0664 -0.9 -0.5 0.5
S 5.6596 -3.1199 -1.5668 0.3 -0.1 0.0
O -1.9590 2.1457 -4.8689 -0.6 0.3 -0.2
H 2.2025 1.3255 -8.5341 0.2 -0.4 -0.2
H 2.1301 3.0421 -8.8540 0.1 0.3 -0.2
H 3.7032 2.2894 -8.4716 0.3 -0.2 -0.2
H -0.3025 3.9198 -7.0307 -0.1 0.2 -0.2
H -0.0551 3.6653 -5.3209 -0.1 0.0 0.4
H -0.0634 1.5976 -7.5533 0.3 -0.3 -0.2
H 0.2631 1.1691 -5.8392 0.5 -0.1 0.0
H -2.2440 2.4487 -6.9270 -0.2 0.6 0.2
H -1.6664 -0.4641 -6.3777 0.5 0.0 0.1
H -2.9682 0.2275 -7.3047 0.0 0.4 -0.4
H -3.9125 1.0650 -5.3325 -0.3 -0.1 0.2
H -3.6552 -0.5188 -4.9562 0.3 -0.3 0.0
H -1.3139 0.3362 -4.3316 -0.1 -0.6 0.4
H -2.5191 -1.2449 -1.9381 0.0 -0.4 -0.1
H -2.0295 -0.1417 -0.6613 -0.1 0.2 0.2
H 1.9679 -0.6449 -0.1025 -0.2 0.2 0.4
H 1.5109 -1.7681 -1.3478 -0.3 -0.2 -0.2
H 2.4200 -0.3278 -3.0375 0.4 -0.1 -0.4
H 3.6067 1.8301 -2.1051 0.2 0.3 -0.2
H 1.8851 1.9185 -2.4386 -0.2 0.2 -0.1
H 2.4606 1.6701 -0.7787 -0.1 0.2 0.3
H 6.7818 -1.4339 -2.8768 0.3 0.1 -0.3
H 6.4899 -0.9272 -1.1858 0.3 0.2 0.1
H 4.3416 -3.0820 -1.7806 0.0 0.1 -0.1
C -1.1295 3.3645 0.8526 0.0 0.1 0.0
C -1.7995 2.8644 2.1198 0.1 0.1 0.0
N -1.4791 1.4757 2.4027 -0.1 -0.2 -0.1
C -2.2999 0.8963 3.4539 -0.2 -0.1 0.1
C -2.1715 1.4623 4.8723 0.0 -0.1 0.1
C -0.0612 1.1562 2.4639 0.2 0.0 -0.1
C 0.8046 1.9007 3.4888 0.1 -0.1 0.0
H -1.3947 2.7171 0.0163 0.1 0.0 -0.1
H -1.4624 4.3770 0.6234 0.0 0.0 0.0
H -0.0435 3.3943 0.9402 0.0 0.0 0.0
H -2.8824 2.9337 1.9877 0.0 -0.1 0.1
H -1.5452 3.5414 2.9491 0.0 0.0 0.0
H -2.1055 -0.1800 3.4842 0.1 0.0 0.0
H -3.3452 0.9913 3.1428 0.0 0.1 -0.1
H -1.2550 1.1304 5.3582 0.0 0.1 0.0
H -3.0024 1.1029 5.4822 0.0 0.0 0.0
H -2.2039 2.5514 4.8937 0.0 0.0 0.0
H 0.3646 1.3245 1.4704 -0.1 0.1 0.0
H 0.0356 0.0791 2.6279 -0.1 0.0 0.1
H 0.5815 2.9676 3.5199 0.0 0.0 0.0
H 1.8581 1.7973 3.2214 0.0 0.0 0.0
H 0.6910 1.4970 4.4931 -0.1 0.1 0.0
C -2.1548 -4.8383 7.7563 0.0 0.0 0.0
C -1.1781 -4.6527 6.6057 0.0 0.0 0.2
N -1.5595 -3.5895 5.6940 0.0 0.0 -0.2
C -0.7853 -3.5777 4.4673 0.0 -0.1 -0.2
C 0.7180 -3.2806 4.5541 0.0 0.1 -0.1
C -1.7945 -2.2934 6.3028 -0.1 0.2 0.2
C -0.6447 -1.6443 7.0870 -0.1 0.1 0.0
H -3.1643 -5.0184 7.3858 0.0 0.0 0.0
H -1.8542 -5.6980 8.3553 0.0 0.0 0.0
H -2.1784 -3.9744 8.4209 0.0 0.0 0.0
H -1.1467 -5.5833 6.0333 0.1 0.0 -0.1
H -0.1680 -4.5087 7.0206 0.0 0.0 0.0
H -1.2472 -2.8631 3.7780 0.0 0.1 0.1
H -0.9113 -4.5573 3.9954 0.0 0.0 0.1
H 0.9172 -2.2229 4.7241 0.0 0.0 0.1
H 1.1989 -3.5479 3.6104 0.0 0.0 0.0
H 1.2071 -3.8549 5.3402 0.0 0.0 0.0
H -2.6541 -2.3816 6.9706 0.0 -0.1 0.0
H -2.1249 -1.6047 5.5199 0.1 -0.1 -0.1
H -0.1310 -2.3576 7.7319 0.0 0.0 0.0
H -1.0400 -0.8535 7.7278 0.0 0.0 0.0
H 0.0920 -1.1820 6.4307 0.1 -0.1 0.0

=====

114
Properties=species:S:1:pos:R:3:forces:R:3 method="wB97M-V/def2-TZVPD" s_squared=15.760 total_charge=+1 energy_ha=-6412.641503 e_above_lowest_kj_mol=107.1 multiplicity=8 e_lumo_ev="-1.79 / -1.77"
Eu 1.0762 -0.2270 -1.0390 -0.4 0.3 -0.2
O 1.3190 1.4136 -3.0909 0.2 -0.4 1.1
N 1.0792 1.1153 -4.3399 0.0 0.8 -0.8
C 1.3907 2.0795 -5.2641 -0.2 0.3 1.7
C 1.1390 1.9180 -6.5802 -0.1 -0.4 0.5
C 0.6461 0.6762 -6.9706 0.1 -0.7 -0.5
C 0.3341 -0.3143 -6.0601 -0.1 1.1 -0.2
C 0.4664 -0.0316 -4.6900 0.2 -0.7 0.3
S -0.0436 -1.1037 -3.4449 -0.2 -0.6 -0.4
H 1.7568 2.9617 -4.7381 0.0 -0.1 -0.6
H 1.2900 2.7391 -7.2395 0.2 0.3 -0.5
H 0.5971 0.4734 -8.0247 -0.4 -0.1 -0.3
H -0.1055 -1.2508 -6.3727 0.1 0.0 0.1
C 0.0367 2.5241 2.8469 0.8 -0.4 -1.7
C 1.2915 1.5997 2.6116 -0.3 1.8 -0.5
P 2.5505 2.4489 1.5362 0.3 0.3 -0.8
C 3.4303 1.0468 0.6810 0.3 -1.0 1.2
C 3.8723 -0.1279 1.3262 0.2 -0.6 -1.7
C 4.5440 -1.1551 0.6091 -0.6 0.8 1.5
C 4.7777 -1.0204 -0.7265 0.0 0.4 -1.5
C 4.2983 0.1148 -1.3964 0.2 -0.3 -0.8
C 3.6777 1.1246 -0.6886 0.1 0.9 0.2
C 3.8719 3.1370 2.6283 0.0 -0.6 0.1
C 3.8815 4.5261 2.7573 -1.5 0.8 -1.8
C 4.8366 5.1764 3.4685 2.1 -0.7 1.6
C 5.8523 4.4187 4.1050 -0.4 0.1 -0.4
C 5.8877 3.0204 3.9744 -0.4 1.4 -0.3
C 4.9042 2.3986 3.2405 -0.8 0.1 -0.4
C -1.1227 2.1287 1.9341 -0.7 0.2 0.0
P -0.7656 2.4555 0.1318 -1.0 -1.2 -0.1
C -2.4414 2.4271 -0.6983 0.0 -0.9 0.1
C -2.8717 1.2955 -1.4174 2.0 -0.8 0.3
C -3.9998 1.2637 -2.1785 -0.8 0.5 0.1
C -4.7871 2.4031 -2.2129 -0.5 -0.1 -1.2
C -4.4123 3.5335 -1.5336 -1.1 1.1 -0.2
C -3.2695 3.5238 -0.7523 0.1 1.5 0.4
C -0.4230 4.2119 0.0824 0.3 -0.1 0.7
C -0.9049 5.1533 1.0074 0.5 0.4 -0.7
C -0.4870 6.4797 0.8659 0.7 -1.6 -1.0
C 0.4386 6.8044 -0.1306 -0.2 0.6 0.4
C 0.9343 5.8536 -1.0024 0.1 0.1 -0.2
C 0.5041 4.5458 -0.8965 -0.3 0.6 0.1
H 0.1947 3.5997 2.7128 0.6 -0.2 0.0
H -0.2842 2.4050 3.8302 -0.5 -0.3 1.8
H 0.9488 0.7244 2.1001 -0.2 -0.8 -0.3
H 1.7549 1.3262 3.5196 0.4 -0.5 1.2
H 3.6573 -0.3429 2.3407 -0.2 0.2 1.0
H 4.7632 -2.0816 1.1347 0.4 0.3 -0.1
H 5.2973 -1.7805 -1.3049 -0.2 0.0 0.2
H 4.3456 0.2097 -2.5011 0.3 -0.1 0.9
H 3.4244 2.0636 -1.1557 -0.3 0.0 -0.5
H 3.2000 5.1909 2.1484 0.4 -1.2 0.8
H 4.8835 6.2487 3.5552 -0.2 0.2 -0.1
H 6.6306 4.9459 4.6451 0.0 -0.1 0.0
H 6.6746 2.4151 4.3577 0.6 -0.1 0.5
H 4.9852 1.3278 3.1219 -0.2 -0.1 -0.1
H -2.0130 2.6987 2.2440 0.1 -0.1 -0.2
H -1.3747 1.0660 2.0960 0.1 0.3 -0.4
H -2.2039 0.4323 -1.4980 -0.1 0.2 0.3
H -4.2773 0.4145 -2.7760 0.1 -0.3 -0.1
H -5.6039 2.4551 -2.9373 0.0 -0.1 0.5
H -5.0343 4.4552 -1.6915 0.8 -0.9 0.5
H -2.9864 4.4635 -0.2644 -0.1 -0.4 -0.1
H -1.5690 4.8799 1.8267 0.1 0.0 -0.3
H -0.8322 7.2132 1.5257 -0.5 1.0 0.9
H 0.7903 7.8316 -0.1859 -0.1 -0.1 -0.1
H 1.6603 6.1140 -1.7639 0.0 0.1 0.1
H 0.8714 3.7934 -1.5762 0.1 -0.2 -0.1
C 2.2650 -5.5378 0.0901 0.7 0.5 -0.7
C 2.0780 -5.1923 -1.2366 0.1 0.7 0.3
C 2.1016 -3.8256 -1.5146 -0.6 -1.3 -0.1
N 2.2074 -2.9039 -0.5752 -0.2 1.7 0.1
C 2.4255 -3.2219 0.6974 0.2 -2.3 -0.3
C 2.5534 -4.5810 1.0516 -0.9 0.9 0.2
H 2.3100 -6.5714 0.2654 0.0 -1.2 0.8
H 1.9385 -5.9664 -1.9940 0.0 0.5 0.1
H 1.9380 -3.5119 -2.5224 0.0 0.5 -0.5
H 2.5699 -2.4359 1.4237 -0.2 0.0 0.0
H 2.7310 -4.8696 2.0789 0.1 0.0 0.0
O -0.9191 -1.2078 0.1131 1.3 0.9 -0.1
As -2.0130 -2.3828 0.4148 -1.6 -1.4 -1.5
C -1.8136 -3.2229 2.0671 0.8 0.2 1.1
C -0.6870 -2.9349 2.8367 0.2 -0.5 0.5
C -0.5359 -3.4947 4.1032 -0.6 0.1 0.2
C -1.5678 -4.2842 4.6288 0.4 -0.1 -0.9
C -2.6847 -4.6156 3.8345 1.7 1.4 0.5
C -2.8033 -4.0535 2.5666 -0.6 -1.0 0.3
C -3.8467 -1.6769 0.5174 -0.4 -0.8 -0.1
C -4.1544 -0.7898 1.5510 -0.5 -0.4 -0.4
C -5.4752 -0.3988 1.7614 -0.3 0.6 0.0
C -6.5036 -0.9002 0.9678 1.2 -0.3 -0.2
C -6.2025 -1.8719 0.0212 0.0 0.2 -0.4
C -4.8933 -2.2539 -0.2366 1.0 0.6 1.1
C -1.8413 -3.9066 -0.8914 -0.5 1.0 1.1
C -2.0451 -3.5948 -2.2244 0.2 0.7 -0.1
C -1.8570 -4.5597 -3.1903 0.6 -0.3 0.1
C -1.4663 -5.8452 -2.8449 -0.5 -1.0 0.8
C -1.3713 -6.1818 -1.4968 1.1 0.4 1.1
C -1.4939 -5.1915 -0.4822 -0.3 -0.3 -1.5
H 0.1419 -2.3271 2.5053 -0.2 0.3 -0.5
H 0.3582 -3.2379 4.6802 -0.4 -0.3 -0.1
H -1.4389 -4.7144 5.6079 -0.2 0.0 0.2
H -3.4198 -5.2244 4.2879 -0.8 -0.6 0.0
H -3.6729 -4.3742 1.9851 0.2 0.5 -0.1
H -3.3945 -0.4498 2.2151 0.5 0.4 0.3
H -5.7446 0.3522 2.5158 0.4 -0.4 -0.2
H -7.4993 -0.5193 1.0470 -0.4 0.0 0.2
H -7.0018 -2.2733 -0.5750 -0.2 -0.2 -0.2
H -4.6139 -3.0113 -0.9383 -0.3 -0.3 -0.5
H -2.2013 -2.5477 -2.5249 -0.2 -0.6 0.1
H -1.8653 -4.2631 -4.2015 -0.3 0.2 -1.1
H -1.2717 -6.6873 -3.5266 -0.2 0.9 -0.1
H -0.9768 -7.1786 -1.2339 -0.5 0.5 0.0
H -1.2966 -5.3902 0.5530 0.0 -0.3 0.3

=====

54
Properties=species:S:1:pos:R:3:forces:R:3 method="wB97M-V/def2-TZVPD" smiles="O=C(CCCn1c(=S)[nH]c2cc3c(cc2c1=O)OCO3)N1CCN(c2ncccn2)CC1" total_charge=0 energy_ha=-1841.199853 e_above_lowest_kj_mol=0.0 multiplicity=1 e_lumo_ev=0.46
O 0.4709 0.8513 0.7414 0.2 0.2 0.3
C 0.7786 0.4916 -0.3833 0.1 0.0 -0.2
N 0.4654 -0.7560 -0.8246 -0.2 -0.2 0.0
C 1.0047 -1.3803 -2.0094 0.2 0.0 -0.2
H 1.1252 -0.6639 -2.8175 0.0 -0.1 0.0
C 2.3547 -2.0491 -1.6433 0.1 0.0 -0.2
N 2.3837 -2.2818 -0.2154 0.0 -0.3 -0.2
C 3.0308 -1.3858 0.5825 0.5 0.1 0.3
N 2.7697 -1.4432 1.8923 -0.3 -0.2 0.0
C 3.4193 -0.6005 2.6676 0.2 0.3 0.0
C 4.3449 0.3101 2.1763 0.0 0.0 0.0
C 4.5550 0.2725 0.8077 0.0 0.1 0.3
N 3.9138 -0.5606 0.0089 0.0 -0.1 -0.2
H 5.2567 0.9367 0.3172 0.1 0.1 0.1
H 4.8617 1.0044 2.8158 0.1 0.1 0.1
H 3.1811 -0.6601 3.7223 0.1 0.1 0.1
C 1.1381 -2.8269 0.2788 -0.1 -0.1 0.1
H 0.9006 -3.7089 -0.3203 0.0 0.0 0.0
C 0.0365 -1.7443 0.1485 -0.1 0.0 0.3
H -0.1057 -1.2220 1.0957 0.0 -0.1 -0.1
H -0.9140 -2.1822 -0.1713 0.0 0.0 0.0
H 1.2713 -3.1155 1.3197 -0.1 -0.1 -0.2
H 2.4626 -3.0064 -2.1614 0.0 0.1 0.0
H 3.1996 -1.4073 -1.8899 -0.2 -0.1 -0.1
H 0.2784 -2.1325 -2.3312 0.0 0.1 -0.1
C 1.4912 1.4104 -1.3604 0.1 0.3 0.1
C 1.3490 2.8815 -0.9683 -0.2 -0.1 0.0
H 2.1110 3.4733 -1.4762 0.0 0.0 0.0
H 1.4919 2.9826 0.1092 0.1 0.1 -0.1
C -0.0233 3.4434 -1.3493 0.5 0.4 -0.3
N -1.0807 2.7425 -0.6380 -0.2 0.0 0.1
C -1.3105 3.0835 0.6641 -0.3 0.2 0.4
S -0.6691 4.4138 1.3884 0.3 0.5 0.4
N -2.1620 2.3014 1.3793 0.2 0.1 0.0
C -2.7245 1.1481 0.9099 -0.1 -0.5 -0.7
C -2.5202 0.8129 -0.4329 0.0 0.1 0.4
C -3.0726 -0.3564 -0.9789 -0.3 -0.3 0.2
C -3.8171 -1.1435 -0.1471 0.1 0.4 0.3
C -4.0252 -0.8014 1.1999 0.2 0.1 -0.5
C -3.4952 0.3340 1.7534 -0.1 -0.2 0.0
H -3.6532 0.5866 2.7880 0.0 0.0 0.2
O -4.7924 -1.7529 1.7940 0.3 0.5 0.2
C -5.0790 -2.7111 0.7945 -0.7 -1.1 0.0
O -4.4513 -2.3296 -0.4092 0.2 0.2 -0.3
H -4.7032 -3.6959 1.1128 0.0 0.3 -0.1
H -6.1686 -2.7687 0.6438 0.3 0.1 0.0
H -2.8956 -0.5952 -2.0137 0.0 0.0 -0.1
C -1.6532 1.6444 -1.2675 -0.4 -0.1 0.0
O -1.4175 1.4015 -2.4355 0.0 -0.1 -0.1
H -2.2644 2.5495 2.3549 0.1 0.1 -0.2
H -0.2123 3.3093 -2.4161 0.0 0.0 0.2
H -0.0809 4.5023 -1.0903 -0.1 -0.2 -0.1
H 2.5463 1.1225 -1.3487 0.0 -0.1 -0.1
H 1.0991 1.2719 -2.3672 0.1 -0.1 0.0

=====

Please write out number 3 again, unchanged.
54
Properties=species:S:1:pos:R:3:forces:R:3 method="wB97M-V/def2-TZVPD" smiles="O=C(CCCn1c(=S)[nH]c2cc3c(cc2c1=O)OCO3)N1CCN(c2ncccn2)CC1" total_charge=0 energy_ha=-1841.199853 e_above_lowest_kj_mol=0.0 multiplicity=1 e_lumo_ev=0.46
O 0.4709 0.8513 0.7414 0.2 0.2 0.3
C 0.7786 0.4916 -0.3833 0.1 0.0 -0.2
N 0.4654 -0.7560 -0.8246 -0.2 -0.2 0.0
C 1.0047 -1.3803 -2.0094 0.2 0.0 -0.2
H 1.1252 -0.6639 -2.8175 0.0 -0.1 0.0
C 2.3547 -2.0491 -1.6433 0.1 0.0 -0.2
N 2.3837 -2.2818 -0.2154 0.0 -0.3 -0.2
C 3.0308 -1.3858 0.5825 0.5 0.1 0.3
N 2.7697 -1.4432 1.8923 -0.3 -0.2 0.0
C 3.4193 -0.6005 2.6676 0.2 0.3 0.0
C 4.3449 0.3101 2.1763 0.0 0.0 0.0
C 4.5550 0.2725 0.8077 0.0 0.1 0.3
N 3.9138 -0.5606 0.0089 0.0 -0.1 -0.2
H 5.2567 0.9367 0.3172 0.1 0.1 0.1
H 4.8617 1.0044 2.8158 0.1 0.1 0.1
H 3.1811 -0.6601 3.7223 0.1 0.1 0.1
C 1.1381 -2.8269 0.2788 -0.1 -0.1 0.1
H 0.9006 -3.7089 -0.3203 0.0 0.0 0.0
C 0.0365 -1.7443 0.1485 -0.1 0.0 0.3
H -0.1057 -1.2220 1.0957 0.0 -0.1 -0.1
H -0.9140 -2.1822 -0.1713 0.0 0.0 0.0
H 1.2713 -3.1155 1.3197 -0.1 -0.1 -0.2
H 2.4626 -3.0064 -2.1614 0.0 0.1 0.0
H 3.1996 -1.4073 -1.8899 -0.2 -0.1 -0.1
H 0.2784 -2.1325 -2.3312 0.0 0.1 -0.1
C 1.4912 1.4104 -1.3604 0.1 0.3 0.1
C 1.3490 2.8815 -0.9683 -0.2 -0.1 0.0
H 2.1110 3.4733 -1.4762 0.0 0.0 0.0
H 1.4919 2.9826 0.1092 0.1 0.1 -0.1
C -0.0233 3.4434 -1.3493 0.5 0.4 -0.3
N -1.0807 2.7425 -0.6380 -0.2 0.0 0.1
C -1.3105 3.0835 0.6641 -0.3 0.2 0.4
S -0.6691 4.4138 1.3884 0.3 0.5 0.4
N -2.1620 2.3014 1.3793 0.2 0.1 0.0
C -2.7245 1.1481 0.9099 -0.1 -0.5 -0.7
C -2.5202 0.8129 -0.4329 0.0 0.1 0.4
C -3.0726 -0.3564 -0.9789 -0.3 -0.3 0.2
C -3.8171 -1.1435 -0.1471 0.1 0.4 0.3
C -4.0252 -0.8014 1.1999 0.2 0.1 -0.5
C -3.4952 0.3340 1.7534 -0.1 -0.2 0.0
H -3.6532 0.5866 2.7880 0.0 0.0 0.2
O -4.7924 -1.7529 1.7940 0.3 0.5 0.2
C -5.0790 -2.7111 0.7945 -0.7 -1.1 0.0
O -4.4513 -2.3296 -0.4092 0.2 0.2 -0.3
H -4.7032 -3.6959 1.1128 0.0 0.3 -0.1
H -6.1686 -2.7687 0.6438 0.3 0.1 0.0
H -2.8956 -0.5952 -2.0137 0.0 0.0 -0.1
C -1.6532 1.6444 -1.2675 -0.4 -0.1 0.0
O -1.4175 1.4015 -2.4355 0.0 -0.1 -0.1
H -2.2644 2.5495 2.3549 0.1 0.1 -0.2
H -0.2123 3.3093 -2.4161 0.0 0.0 0.2
H -0.0809 4.5023 -1.0903 -0.1 -0.2 -0.1
H 2.5463 1.1225 -1.3487 0.0 -0.1 -0.1
H 1.0991 1.2719 -2.3672 0.1 -0.1 0.0